47
Properties=species:S:1:pos:R:3 method="wB97M-V/def2-TZVPD" total_charge=-1 e_homo_ev=-5.8 homo_lumo_gap_ev=8.014 relative_energy_ev=1.190
C 2.06363 -1.13011 -0.70851
C 1.59759 -0.07415 0.33059
C 1.11662 1.21846 -0.33202
O 0.42366 -0.53804 0.98594
H 2.92062 -0.77738 -1.27496
H 1.25429 -1.51785 -1.37121
H 2.38424 -2.12330 -0.18668
H 2.41747 0.16902 1.10431
H 1.12650 1.99572 0.35347
H 0.03916 1.25363 -0.58432
H 1.77195 1.53959 -1.15047
O -0.26693 2.13186 2.35556
H -0.25359 2.22846 1.42105
H 0.58629 1.92514 2.76237
O -1.73435 -0.12211 -2.42893
H -2.55658 0.23937 -2.70516
H -1.10491 0.62814 -2.57030
O 1.09676 -4.64195 -0.86119
H 1.88771 -4.52871 -0.29981
H 0.47430 -4.00492 -0.54077
O -0.70606 -2.73866 0.21998
H -0.09175 -2.00644 0.38811
H -0.96744 -2.54152 -0.67277
O 1.26134 0.02275 3.50163
H 1.89446 -0.69245 3.65835
H 1.02823 -0.09052 2.55530
O -1.38263 3.19241 -0.17760
H -1.78544 3.89637 0.23347
H -1.98567 2.47522 -0.46847
O -2.00113 0.09297 0.51039
H -1.06396 -0.08346 0.69948
H -1.97008 0.04966 -0.42751
O 0.08895 1.68063 -3.06119
H -0.02867 2.58514 -3.04762
H 0.67042 1.52849 -2.31704
O -1.46810 -2.73947 -2.50612
H -2.36358 -3.02634 -2.34138
H -1.44096 -1.76995 -2.50900
O -1.66396 0.00105 3.66029
H -2.60677 0.01701 3.54104
H -1.32788 0.09300 2.79055
O -0.32784 4.38067 -2.22837
H -0.47704 3.88400 -1.43436
H 0.05455 5.18355 -1.87212
O 1.51582 -2.51347 2.39001
H 0.80017 -2.89110 2.84179
H 1.10062 -1.86042 1.77421

***

51
Properties=species:S:1:pos:R:3 method="wB97M-V/def2-TZVPD" total_charge=+1 e_homo_ev=-12.7 homo_lumo_gap_ev=10.314 relative_energy_ev=0.267
C -0.46994 0.23898 -0.91230
C -1.07060 1.31592 -0.00759
C -2.23324 0.83820 0.83375
N -2.18898 1.23448 2.12573
O -3.20149 0.35274 0.27447
N 0.84178 0.87758 -1.59058
H -1.10354 0.14632 -1.79587
H -0.16109 -0.71629 -0.49172
H -0.25107 1.78397 0.54425
H -1.29168 2.16836 -0.63890
H -1.35740 1.63810 2.50992
H -2.93992 0.91807 2.71519
H 1.57677 0.20884 -1.33958
H 1.12175 1.78962 -1.01935
H 0.50820 1.04705 -2.55716
H -1.55023 1.92374 -3.29234
H -1.02965 1.22911 -4.67222
O -0.91301 1.30676 -3.72720
H 4.71845 0.77302 1.89217
H 3.44260 1.43172 2.09715
O 4.07691 1.28033 1.37161
H -0.80560 -0.54902 3.53226
H -0.89206 0.05328 4.88190
O -0.55832 0.29186 4.00449
H 1.13075 -2.13614 0.42718
H 0.32837 -3.25303 -0.21796
O 0.41458 -2.76051 0.61862
H -3.73268 2.38142 -2.97557
H -2.72651 3.60874 -2.92119
O -2.89783 2.71436 -2.61544
H 3.50116 -0.60948 -0.68329
H 2.83793 -0.34768 0.66040
O 2.72064 -0.84741 -0.16212
H -0.11313 -2.52849 3.31541
H -0.74130 -2.61476 1.96700
O -0.81983 -2.10502 2.81344
H 1.76192 2.72035 0.42866
H 2.47549 3.45397 -0.88656
O 1.71610 3.02762 -0.48342
H 1.13248 0.84056 3.61315
H 2.70722 0.97268 4.08633
O 2.03212 1.15584 3.42996
H -2.76725 -2.58978 -1.87738
H -2.96141 -1.42362 -0.80321
O -2.37438 -2.11691 -1.14052
H 2.90897 -2.96935 -2.11268
H 2.67372 -2.18457 -3.39100
O 3.25039 -2.22203 -2.61488
H -1.19981 -3.42025 -1.78493
H -0.42818 -4.57238 -2.09629
O -0.25107 -3.68025 -1.75477